(1)
Density functional theory data (wB97M-V/def2-TZVPD) for 10 unconnected molecules or ions with the total composition C28H83N7O10.

Geometry as XYZ:
```
128
C28H83N7O10 (wB97M-V/def2-TZVPD)
C -1.126 18.490 -20.598
O -1.098 19.569 -19.664
C -0.099 19.467 -18.694
C 1.375 19.631 -19.080
C 2.238 19.197 -17.874
N 1.671 21.013 -19.389
H -0.256 18.384 -21.247
H -1.965 18.803 -21.222
H -1.364 17.535 -20.119
H -0.317 20.149 -17.864
H -0.152 18.492 -18.179
H 1.597 18.931 -19.892
H 3.303 19.232 -18.088
H 1.894 18.200 -17.583
H 2.021 19.825 -17.008
H 2.465 21.144 -19.993
H 0.890 21.542 -19.750
C 1.959 16.702 -21.339
O 2.746 15.589 -21.705
C 2.243 14.406 -21.084
C 2.999 13.194 -21.579
C 2.330 11.907 -21.079
N 4.377 13.245 -21.076
H 2.383 17.580 -21.823
H 2.019 16.835 -20.253
H 0.907 16.601 -21.621
H 2.279 14.513 -19.996
H 1.201 14.338 -21.418
H 2.959 13.251 -22.674
H 1.250 11.856 -21.205
H 2.531 11.862 -20.004
H 2.825 11.022 -21.477
H 4.726 14.143 -21.416
H 4.987 12.571 -21.527
C 3.679 26.663 -23.013
O 3.005 26.021 -24.074
C 3.382 24.677 -24.242
C 2.486 23.967 -25.227
C 1.014 23.958 -24.789
N 2.885 22.566 -25.410
H 3.591 26.083 -22.092
H 3.210 27.632 -22.860
H 4.725 26.824 -23.280
H 4.419 24.579 -24.603
H 3.386 24.203 -23.248
H 2.507 24.491 -26.186
H 0.723 24.937 -24.399
H 0.777 23.191 -24.056
H 0.359 23.823 -25.653
H 3.905 22.543 -25.421
H 2.626 21.973 -24.625
C -1.457 16.870 -23.619
O -1.786 16.143 -22.445
C -1.321 14.795 -22.536
C -1.911 14.082 -21.294
C -1.423 12.632 -21.232
N -3.383 14.086 -21.350
H -0.371 16.944 -23.713
H -1.837 17.881 -23.467
H -1.920 16.467 -24.525
H -1.667 14.378 -23.487
H -0.227 14.707 -22.517
H -1.660 14.650 -20.397
H -1.838 12.016 -22.026
H -1.726 12.281 -20.244
H -0.332 12.595 -21.274
H -3.608 15.021 -21.694
H -3.722 13.447 -22.063
C -2.039 20.874 -23.419
O -2.751 22.061 -23.093
C -3.052 22.829 -24.236
C -3.893 24.017 -23.761
C -4.240 24.970 -24.906
N -3.315 24.735 -22.609
H -1.975 20.294 -22.503
H -1.094 21.070 -23.923
H -2.682 20.273 -24.075
H -2.156 23.187 -24.755
H -3.670 22.240 -24.924
H -4.846 23.656 -23.363
H -4.935 25.750 -24.592
H -4.803 24.419 -25.665
H -3.377 25.449 -25.370
H -2.984 23.983 -22.001
H -2.444 25.174 -22.914
C 6.221 19.662 -21.968
O 5.731 18.998 -23.105
C 6.070 17.622 -23.071
C 5.401 16.894 -24.223
C 3.881 17.084 -24.266
N 5.682 15.446 -24.203
H 7.314 19.589 -21.945
H 5.935 19.164 -21.029
H 5.806 20.662 -21.916
H 7.157 17.507 -23.162
H 5.682 17.239 -22.120
H 5.767 17.313 -25.171
H 3.592 18.101 -23.992
H 3.503 16.470 -23.440
H 3.390 16.813 -25.197
H 5.220 15.002 -24.987
H 6.678 15.339 -24.384
C -0.269 21.035 -26.783
O -1.112 19.923 -26.978
C -1.809 20.009 -28.201
C -2.680 18.787 -28.386
C -1.852 17.508 -28.522
N -3.576 18.963 -29.531
H -0.812 21.944 -26.507
H 0.363 21.249 -27.653
H 0.434 20.859 -25.968
H -2.430 20.915 -28.251
H -1.104 20.138 -29.033
H -3.296 18.646 -27.487
H -1.278 17.586 -29.450
H -2.505 16.643 -28.644
H -1.166 17.343 -27.694
H -4.409 18.391 -29.474
H -3.942 19.912 -29.466
O 2.237 21.610 -22.460
H 1.408 22.040 -22.209
H 2.909 22.037 -21.917
O 0.976 19.056 -23.213
H 1.129 18.840 -24.147
H 1.464 19.872 -23.062
O 1.241 18.381 -26.168
H 0.488 18.901 -26.506
H 2.026 18.877 -26.436
```

Output
LUMO energy = 0.1 eV
F_max = 1.87 eV/Å
relative energy (zero: lowest compared OMol25 entry of this formula, charge and spin) = 15.0 kJ/mol
HOMO-LUMO gap = 9.2 eV

Here are the Mulliken charges for atoms 1 to 99, given in e: -0.5174, -0.3449, -1.1704, 2.0356, -1.6342, -0.6096, -0.0116, 0.1139, 0.4484, 0.3706, 0.4149, -0.9275, 0.3370, 0.3887, 0.4087, 0.2324, 0.2795, -0.5493, -0.2287, 0.0356, 0.7403, -1.3460, -0.8340, 0.2188, 0.4382, -0.0282, 0.3558, -0.6481, 0.2564, 0.2240, 0.3737, 0.3695, 0.2267, 0.2930, -0.7105, -0.3310, -0.4044, 0.5040, -1.0757, -0.6295, 0.3054, 0.2411, 0.2917, 0.3958, 0.0075, 0.2628, 0.5139, 0.0823, 0.1753, 0.2722, 0.1746, -0.6083, -0.3297, -0.2416, 0.4066, -0.6293, -0.7991, 0.1593, -0.0690, 0.5098, 0.3891, -0.1217, 0.2118, 0.3999, 0.3764, -0.4493, 0.3158, 0.2932, 0.0099, -0.4272, -0.2144, 0.3953, -1.4696, -0.8016, -0.1105, 0.0155, 0.3586, -0.0530, 0.3047, 0.3388, 0.3901, 0.3688, 0.3120, 0.3522, 0.2644, -0.7468, -0.2486, -0.7117, 0.2782, -0.3345, -0.5936, 0.3471, 0.3039, 0.1920, 0.3992, 0.2503, 0.3304, -0.0449, -0.1888


(2)
Density functional theory data (wB97M-V/def2-TZVPD) for 14 unconnected molecules or ions with the total composition C28H84O14.

Geometry as XYZ:
```
126
C28H84O14 (wB97M-V/def2-TZVPD)
C 1.091 4.525 3.906
C 0.551 3.162 3.530
O 1.263 2.799 2.380
H 0.788 4.791 4.919
H 0.773 5.298 3.207
H 2.180 4.503 3.944
H -0.467 3.275 3.157
H 0.666 2.424 4.323
H 1.036 1.937 2.022
C -4.653 -1.256 0.195
C -5.230 -2.280 -0.727
O -4.827 -3.523 -0.195
H -5.023 -0.233 0.125
H -3.579 -1.206 0.016
H -4.751 -1.546 1.241
H -4.980 -2.091 -1.771
H -6.313 -2.156 -0.738
H -4.164 -3.868 -0.798
C 1.558 -1.038 4.533
C 1.887 -2.426 5.031
O 1.676 -3.520 4.088
H 2.269 -0.671 3.793
H 1.644 -0.363 5.384
H 0.561 -0.948 4.102
H 1.330 -2.584 5.955
H 2.910 -2.415 5.407
H 2.008 -4.355 4.424
C 2.957 -1.841 -3.237
C 1.896 -2.918 -3.573
O 2.410 -3.723 -4.596
H 3.027 -1.086 -4.020
H 3.944 -2.262 -3.047
H 2.716 -1.306 -2.318
H 0.993 -2.419 -3.927
H 1.681 -3.495 -2.674
H 3.014 -4.272 -4.090
C -3.341 2.305 -0.707
C -4.526 3.148 -1.222
O -5.688 2.376 -1.270
H -3.115 1.480 -1.383
H -3.674 1.909 0.252
H -2.478 2.936 -0.500
H -4.325 3.466 -2.246
H -4.758 4.010 -0.596
H -6.441 2.970 -1.240
C -2.788 0.835 2.825
C -2.540 0.374 4.261
O -3.655 0.671 5.068
H -1.996 0.475 2.168
H -2.642 1.914 2.782
H -3.797 0.608 2.481
H -1.608 0.774 4.660
H -2.427 -0.708 4.192
H -3.499 0.425 5.983
C -0.319 3.488 -3.327
C 0.907 4.093 -3.997
O 1.301 3.221 -5.063
H -0.046 2.673 -2.656
H -1.018 3.029 -4.027
H -0.767 4.266 -2.710
H 1.808 4.254 -3.404
H 0.689 5.095 -4.367
H 2.223 3.437 -5.223
C -0.412 0.071 -0.671
C 0.871 0.745 -0.268
O 1.157 0.325 1.042
H -0.614 0.309 -1.715
H -1.185 0.515 -0.043
H -0.395 -0.996 -0.453
H 0.871 1.826 -0.405
H 1.744 0.444 -0.847
H 1.375 -0.609 1.090
C -3.290 2.039 -4.951
C -2.834 0.912 -4.047
O -2.463 -0.236 -4.745
H -2.447 2.354 -5.566
H -3.564 2.891 -4.328
H -4.137 1.731 -5.565
H -3.654 0.581 -3.410
H -2.004 1.167 -3.388
H -1.518 -0.155 -4.894
C -0.992 -3.830 1.147
C -1.266 -2.646 2.057
O -1.071 -3.071 3.402
H -1.463 -3.684 0.175
H -1.461 -4.721 1.563
H 0.059 -4.036 0.944
H -2.297 -2.303 1.977
H -0.703 -1.766 1.745
H -0.124 -3.011 3.549
C 3.327 3.953 -0.236
C 4.781 4.271 -0.400
O 4.998 5.628 -0.668
H 2.784 4.134 -1.164
H 2.897 4.448 0.635
H 3.181 2.883 -0.089
H 5.159 3.596 -1.168
H 5.324 3.954 0.491
H 5.926 5.839 -0.793
C 4.392 1.487 2.651
C 4.679 0.388 1.664
O 6.073 0.273 1.500
H 4.871 1.319 3.617
H 3.324 1.603 2.836
H 4.728 2.466 2.311
H 4.247 0.531 0.673
H 4.273 -0.562 2.012
H 6.505 0.543 2.314
C -2.003 -2.978 -3.099
C -2.472 -4.386 -3.327
O -3.264 -4.939 -2.302
H -2.801 -2.297 -2.803
H -1.632 -2.578 -4.043
H -1.227 -2.973 -2.334
H -1.561 -4.977 -3.413
H -3.014 -4.463 -4.269
H -3.709 -5.720 -2.641
C 3.000 -4.484 0.474
C 3.406 -3.073 0.958
O 2.288 -2.382 1.472
H 2.680 -5.118 1.301
H 3.756 -4.977 -0.139
H 2.145 -4.516 -0.201
H 3.813 -2.463 0.152
H 4.320 -3.015 1.549
H 2.298 -2.699 2.378
```

Output
LUMO energy = 0.2 eV
F_max = 2.27 eV/Å
relative energy (zero: lowest compared OMol25 entry of this formula, charge and spin) = 295.4 kJ/mol
HOMO-LUMO gap = 9.8 eV

Here are the Mulliken charges for atoms 1 to 99, given in e: -1.4410, 0.3490, -0.1188, 0.4259, 0.3370, 0.2659, 0.0777, 0.1498, 0.0392, -0.2668, -0.4569, -0.5727, 0.3201, -0.2476, 0.3770, 0.1907, 0.3335, 0.2999, -0.1038, -0.7387, -0.5369, -0.1382, 0.5120, -0.0738, 0.4193, 0.4410, 0.2313, -0.6340, 0.3240, -0.5551, 0.3128, 0.3597, -0.1060, -0.0085, 0.0282, 0.3509, 0.1952, -0.5892, -0.5055, -0.3178, -0.0996, 0.3943, 0.1468, 0.4762, 0.2854, -0.6254, -0.3122, -0.5789, -0.1255, 0.5191, 0.4151, 0.1495, 0.2288, 0.3277, 0.1924, -0.1809, -0.5384, -0.3559, -0.1686, 0.3837, 0.1044, 0.2782, 0.3214, 0.5339, -0.5338, 0.4130, 0.2631, -0.6412, -0.1434, 0.4759, 0.1044, -0.5234, -1.4084, 1.4352, -0.5936, 0.3406, 0.2546, 0.3471, 0.2224, -0.8201, 0.3344, -0.7088, 1.0464, -0.7045, 0.0545, 0.4380, -0.2136, 0.1831, -0.5294, 0.2086, -0.0277, -0.4232, -0.5343, -0.0435, 0.2260, -0.0972, 0.2900, 0.2838, 0.3127


(3)
Density functional theory data (wB97M-V/def2-TZVPD) for 14 unconnected molecules or ions with the total composition C28H84O22.

Geometry as XYZ:
```
134
C28H84O22 (wB97M-V/def2-TZVPD)
C 0.847 -3.782 0.682
C 0.988 -4.255 2.134
O 1.322 -3.169 2.982
O 2.125 -3.271 0.310
H 0.129 -2.987 0.591
H 0.583 -4.592 0.029
H 1.677 -5.067 2.212
H -0.038 -4.611 2.433
H 2.166 -2.771 2.758
H 2.450 -3.787 -0.427
C -0.198 4.836 0.311
C -0.617 3.763 -0.609
O -1.215 4.251 -1.797
O -1.329 5.721 0.432
H 0.669 5.459 0.020
H 0.178 4.380 1.207
H -1.308 3.084 -0.087
H 0.243 3.150 -0.901
H -1.669 5.094 -1.633
H -1.874 5.531 1.202
C -5.664 -2.096 1.651
C -4.366 -2.874 1.894
O -3.220 -2.227 1.420
O -5.827 -0.843 2.327
H -6.488 -2.617 2.057
H -5.890 -1.958 0.584
H -4.536 -3.890 1.485
H -4.207 -3.045 2.949
H -3.319 -2.094 0.497
H -5.172 -0.203 1.980
C 1.984 -1.945 -4.405
C 1.550 -2.001 -5.866
O 0.182 -1.606 -5.888
O 1.064 -2.678 -3.625
H 2.047 -0.886 -4.149
H 2.950 -2.357 -4.163
H 1.720 -2.950 -6.340
H 2.179 -1.304 -6.363
H 0.107 -0.669 -5.568
H 0.205 -2.423 -3.891
C -2.282 4.533 3.720
C -1.726 3.131 3.579
O -1.789 2.697 2.284
O -3.656 4.623 3.317
H -1.815 5.280 3.156
H -2.219 4.846 4.807
H -2.348 2.395 4.262
H -0.682 3.144 3.900
H -2.035 1.746 2.293
H -4.098 3.764 3.382
C -4.437 2.765 -1.234
C -3.712 1.898 -0.281
O -4.469 0.742 0.093
O -4.846 2.001 -2.390
H -3.809 3.557 -1.561
H -5.392 3.129 -0.848
H -3.522 2.471 0.650
H -2.668 1.568 -0.648
H -5.100 0.363 -0.556
H -4.056 1.902 -2.930
C 0.310 1.234 -3.616
C -1.020 1.132 -2.926
O -1.959 2.098 -3.305
O 0.363 0.925 -5.018
H 1.129 0.711 -3.043
H 0.553 2.329 -3.495
H -0.950 1.172 -1.829
H -1.363 0.062 -3.076
H -1.650 2.910 -2.878
H 0.042 1.704 -5.503
C -1.941 -3.481 -1.662
C -2.681 -4.428 -0.736
O -2.417 -5.718 -1.221
O -2.225 -2.166 -1.221
H -2.332 -3.664 -2.682
H -0.842 -3.670 -1.589
H -3.785 -4.143 -0.775
H -2.284 -4.304 0.323
H -2.941 -6.420 -0.808
H -1.452 -1.579 -1.132
C 0.236 0.252 1.211
C 1.231 -0.099 0.147
O 0.662 -1.096 -0.722
H -0.045 -0.577 1.856
H -0.608 0.758 0.706
H 0.710 0.939 1.888
H 2.106 -0.557 0.590
H 1.579 0.736 -0.473
H 1.255 -1.849 -0.596
C 5.156 -0.132 1.461
C 5.261 -0.795 0.096
O 5.000 0.267 -0.909
H 5.847 0.746 1.571
H 5.459 -0.822 2.223
H 4.146 0.218 1.698
H 4.509 -1.598 -0.028
H 6.214 -1.210 -0.023
H 5.674 0.267 -1.621
C 3.657 4.761 -1.235
C 4.373 3.396 -1.216
O 3.524 2.461 -0.565
H 3.437 5.052 -0.206
H 2.735 4.762 -1.791
H 4.444 5.367 -1.768
H 5.328 3.605 -0.691
H 4.627 3.129 -2.244
H 4.062 1.653 -0.429
C 4.594 3.547 2.894
C 3.025 3.311 2.909
O 2.354 3.654 1.705
H 5.003 2.965 3.682
H 4.937 4.550 3.079
H 4.935 3.184 1.940
H 2.610 3.915 3.706
H 2.756 2.242 3.134
H 2.661 3.143 0.952
C -3.158 -0.715 4.990
C -2.130 -0.498 3.906
O -2.623 0.265 2.794
H -3.392 0.208 5.485
H -2.813 -1.514 5.648
H -4.119 -1.145 4.542
H -1.783 -1.463 3.567
H -1.274 0.047 4.278
H -2.989 -0.391 2.206
C 2.127 -6.565 -1.583
C 3.074 -5.644 -2.263
O 2.741 -4.275 -1.939
H 1.113 -6.428 -1.945
H 2.178 -6.400 -0.532
H 2.335 -7.628 -1.634
H 2.923 -5.731 -3.300
H 4.098 -5.804 -2.000
H 1.914 -4.033 -2.389
```

Output
LUMO energy = 0.2 eV
F_max = 3.06 eV/Å
relative energy (zero: lowest compared OMol25 entry of this formula, charge and spin) = 0.0 kJ/mol
HOMO-LUMO gap = 9.9 eV

Here are the Mulliken charges for atoms 1 to 99, given in e: 0.5895, -0.9604, -0.5337, -0.4104, -0.2879, 0.4229, 0.3076, 0.3084, 0.3302, 0.3900, -0.3336, 2.3062, -0.6986, -0.7394, 0.2046, 0.0905, -1.1106, -0.4624, 0.3556, 0.3441, -0.7715, -0.3703, -0.0883, -0.5635, 0.5260, 0.1927, 0.4188, 0.3563, 0.0368, 0.2830, -0.1700, -0.6007, -0.6561, -0.5024, -0.1056, 0.4998, 0.3790, 0.3436, 0.4219, 0.3337, -0.6234, -0.1246, 0.3827, -0.5889, 0.3619, 0.3157, 0.0448, 0.1643, -0.0156, 0.3470, -0.7085, 1.7929, -0.3694, -0.6497, 0.2923, 0.4139, -0.5387, -0.7544, 0.3018, 0.4095, -0.0505, 0.8738, -0.7129, -0.5703, -0.1931, 0.1955, -0.7797, 0.0629, 0.5612, 0.3103, 0.6868, -0.4126, -0.5554, -0.5747, 0.4649, -0.6920, 0.3147, 0.0524, 0.3238, 0.0621, 0.1236, -0.0771, 1.4034, 0.0475, -0.2921, 0.2972, 0.0633, -0.4092, -0.8845, -1.0551, 0.1694, -0.5455, 0.2783, 0.5023, 0.0751, -0.2556, 0.6204, 0.2206, -1.0640